Record 1
{
  "formula": "C23H23N4STl",
  "method": "ωB97M-V/def2-TZVPD",
  "spin_multiplicity": 1,
  "total_charge": 0,
  "gap_ev": [6.56, 6.88],
  "homo_energy_ha": [-0.2787, -0.2571],
  "fmax_ev_per_a": 0.6,
  "e_above_lowest_kj_mol": 30.46,
  "energy_ha": -1679.8296,
  "symbols": ["Tl", "N", "C", "S", "N", "N", "C", "C", "C", "C", "C", "C", "C", "C", "C", "C", "C", "C", "N", "H", "H", "H", "H", "H", "H", "H", "H", "H", "H", "H", "C", "C", "C", "C", "C", "C", "C", "C", "C", "C", "H", "H", "H", "H", "H", "H", "H", "H", "H", "H", "H", "H"],
  "xyz": [[0.719831, -0.448703, 0.384676], [-3.759656, -1.858332, 0.568568], [-2.589007, -1.211335, 0.353303], [-1.402256, -1.371832, 1.603803], [-2.561216, -0.544053, -0.783579], [-1.394585, 0.114285, -1.032180], [-1.386696, 0.830660, -2.096771], [-2.578470, 1.004466, -2.974962], [-2.566932, 0.514104, -4.274287], [-3.669075, 0.686851, -5.102303], [-4.784344, 1.364887, -4.634217], [-4.797619, 1.865798, -3.337640], [-3.701833, 1.681713, -2.510359], [-0.128204, 1.535447, -2.483126], [-0.124041, 2.522325, -3.465602], [1.072238, 3.147240, -3.777583], [2.226538, 2.782638, -3.104356], [2.125456, 1.796512, -2.134957], [0.984228, 1.189060, -1.839608], [-3.866550, -2.467381, 1.356458], [-4.462350, -1.807813, -0.148445], [-1.693433, -0.012668, -4.641226], [-3.655769, 0.291956, -6.109879], [-5.644345, 1.502881, -5.276945], [-5.667732, 2.393903, -2.969266], [-3.715993, 2.048539, -1.491953], [-1.039055, 2.797579, -3.969279], [1.098488, 3.917399, -4.537912], [3.179814, 3.246707, -3.315450], [2.994825, 1.480112, -1.566885], [3.468785, 2.234634, 2.015074], [2.109810, 1.709768, 2.502181], [2.324763, 0.410570, 3.281569], [1.151725, 1.483440, 1.359172], [1.425350, 2.782743, 3.371958], [0.853752, 3.909488, 2.777979], [0.241928, 4.892243, 3.540268], [0.194902, 4.773947, 4.921939], [0.773422, 3.670192, 5.527817], [1.380163, 2.684062, 4.759845], [3.971697, 1.474368, 1.411550], [4.117554, 2.480238, 2.859546], [3.343729, 3.131912, 1.406484], [2.699819, -0.359127, 2.604835], [1.391018, 0.055524, 3.721353], [3.062655, 0.532052, 4.076532], [1.240278, 2.215262, 0.553227], [0.885360, 4.027648, 1.702687], [-0.202123, 5.749628, 3.050743], [-0.290876, 5.534884, 5.518996], [0.750702, 3.569424, 6.605666], [1.812583, 1.826589, 5.255867]],
  "forces_ev_per_angstrom": [[-0.2, 0.2, 0.0], [0.1, 0.1, 0.1], [-0.3, 0.0, -0.3], [-0.1, -0.2, 0.0], [0.4, 0.0, 0.4], [-0.1, -0.2, -0.1], [0.2, 0.2, -0.2], [0.0, 0.0, 0.1], [0.0, 0.0, -0.1], [0.0, 0.0, 0.1], [0.0, 0.0, 0.0], [0.0, 0.0, 0.0], [0.0, 0.0, 0.0], [-0.3, -0.2, 0.1], [0.1, 0.1, -0.1], [0.0, 0.0, 0.0], [0.0, 0.0, 0.0], [0.0, 0.0, 0.0], [0.1, -0.1, 0.0], [0.0, 0.0, 0.0], [0.0, 0.0, 0.0], [0.0, 0.0, 0.0], [0.0, 0.0, 0.0], [0.0, 0.0, 0.0], [0.0, 0.0, 0.0], [0.0, 0.0, 0.0], [0.0, 0.0, 0.0], [0.0, 0.0, 0.0], [0.0, 0.0, 0.0], [0.0, 0.0, 0.0], [0.1, 0.0, 0.0], [-0.2, 0.0, -0.1], [0.0, 0.0, 0.1], [0.2, -0.1, -0.1], [0.1, 0.1, 0.0], [0.1, 0.0, 0.0], [0.0, 0.0, 0.0], [0.0, 0.0, 0.0], [0.0, 0.0, 0.0], [-0.1, 0.0, 0.0], [0.0, 0.0, 0.0], [0.0, 0.0, 0.0], [0.0, 0.0, 0.0], [0.0, 0.0, 0.0], [0.0, 0.0, 0.0], [0.0, 0.0, 0.0], [0.1, 0.2, 0.1], [0.0, 0.0, 0.0], [0.0, 0.0, 0.0], [0.0, 0.0, 0.0], [0.0, 0.0, 0.0], [0.0, 0.0, 0.0]]
}



Record 2
{
  "formula": "C23H23N5O4RuS3Te",
  "method": "ωB97M-V/def2-TZVPD",
  "spin_multiplicity": 5,
  "total_charge": 2,
  "gap_ev": [7.94, 4.41],
  "homo_energy_ha": [-0.5148, -0.5127],
  "fmax_ev_per_a": 1.7,
  "s2": 6.021,
  "energy_ha": -3021.9091,
  "symbols": ["Ru", "N", "C", "N", "C", "C", "S", "C", "C", "S", "C", "N", "N", "H", "H", "H", "H", "H", "H", "C", "C", "C", "C", "C", "C", "C", "S", "O", "O", "N", "C", "C", "O", "O", "H", "H", "H", "H", "H", "H", "H", "H", "H", "C", "Te", "C", "C", "C", "C", "C", "C", "C", "H", "H", "H", "H", "H", "H", "H", "H"],
  "xyz": [[1.253210, 0.373277, 0.296363], [2.530716, 3.570679, 0.838162], [2.993184, 2.877682, -0.199677], [2.515211, 1.696395, -0.596073], [3.107411, 1.263187, -1.789429], [4.040018, 2.102029, -2.279058], [4.213830, 3.485648, -1.266275], [2.592728, 0.004494, -2.300948], [2.863189, -0.681408, -3.430420], [1.858275, -2.082256, -3.552746], [1.106508, -1.674891, -2.045216], [1.594914, -0.566843, -1.514396], [0.124662, -2.380633, -1.472777], [1.949749, 3.077355, 1.501285], [3.066777, 4.347290, 1.191438], [4.646126, 1.995818, -3.163750], [3.587903, -0.451782, -4.194240], [-0.211549, -3.233361, -1.887341], [-0.154414, -2.161467, -0.520964], [1.455559, -5.351978, 1.419903], [1.701311, -3.922099, 1.794593], [2.449691, -3.086897, 0.966098], [2.707849, -1.770596, 1.324300], [2.203573, -1.295760, 2.540509], [1.465013, -2.105393, 3.386568], [1.221617, -3.414276, 3.007682], [2.427727, 0.431962, 2.871284], [3.493722, 0.880040, 2.011546], [2.415409, 0.735113, 4.258257], [1.054351, 1.067583, 2.121608], [-0.209096, 0.819674, 2.773162], [-0.941047, -0.365628, 2.066728], [-1.984677, -0.782398, 2.484530], [-0.341698, -0.766974, 0.958809], [1.771104, -5.561163, 0.399710], [0.403200, -5.611899, 1.534668], [2.021586, -6.011185, 2.081279], [2.860529, -3.480692, 0.043711], [3.416300, -1.164621, 0.771156], [1.106729, -1.719940, 4.333252], [0.658217, -4.057294, 3.672078], [-0.873136, 1.680021, 2.663679], [-0.095524, 0.613387, 3.837710], [-3.288625, 1.151596, 0.103426], [-1.450011, 0.967568, -1.028228], [-2.396316, 2.553569, -2.162882], [-3.866524, 2.265784, -2.044447], [-4.770943, 2.659293, -3.018898], [-6.118505, 2.368962, -2.863738], [-6.557660, 1.669846, -1.747684], [-5.654724, 1.255295, -0.779390], [-4.309490, 1.559153, -0.919341], [-3.115648, 1.931468, 0.851323], [-3.512332, 0.217479, 0.615867], [-2.045587, 2.579356, -3.192651], [-2.121112, 3.495278, -1.677456], [-4.422404, 3.195246, -3.893319], [-6.826701, 2.675089, -3.621223], [-7.608042, 1.437402, -1.639789], [-6.002131, 0.697416, 0.081674]],
  "forces_ev_per_angstrom": [[-0.7, -0.2, 0.5], [0.1, -0.1, 0.0], [0.2, 0.1, -0.4], [-0.1, 0.1, 0.0], [0.3, 0.3, -0.1], [-0.1, -0.3, 0.0], [-0.1, 0.0, 0.3], [0.1, -0.3, -0.4], [0.1, 0.2, 0.2], [-0.1, 0.0, 0.2], [0.1, -0.1, -0.2], [0.0, -0.1, -0.1], [-0.1, 0.1, 0.0], [0.0, 0.0, 0.1], [0.0, 0.0, 0.0], [0.0, 0.0, 0.0], [0.0, 0.0, 0.0], [0.0, 0.0, 0.0], [0.0, 0.0, 0.0], [0.0, -0.1, 0.1], [0.0, 0.1, -0.1], [-0.1, 0.0, 0.0], [0.2, -0.1, 0.3], [0.2, 0.4, 0.0], [-0.1, 0.0, 0.1], [0.0, 0.1, 0.0], [0.3, 0.1, 0.2], [-0.1, 0.0, 0.0], [-0.2, -0.2, 0.1], [0.5, -0.1, 0.0], [-0.4, -0.6, -0.2], [-0.1, 0.6, 1.0], [0.2, -0.1, -0.3], [0.6, 0.0, -0.8], [0.0, 0.0, 0.0], [0.0, 0.0, 0.0], [0.0, 0.0, 0.0], [0.0, 0.0, 0.0], [0.0, 0.0, -0.1], [0.0, 0.0, 0.0], [0.0, 0.0, 0.0], [0.1, 0.1, 0.1], [-0.1, 0.0, 0.0], [0.0, -0.3, 0.1], [-1.3, 1.0, -0.3], [0.1, -0.1, -0.1], [-0.2, -0.3, 0.2], [0.1, 0.1, 0.0], [-0.1, 0.0, 0.1], [0.0, 0.1, -0.1], [0.0, 0.0, 0.1], [0.1, 0.2, -0.5], [0.2, 0.0, 0.0], [0.1, 0.0, 0.0], [0.1, -0.1, 0.0], [0.2, -0.1, 0.1], [0.0, 0.0, 0.0], [0.0, 0.0, 0.0], [0.0, 0.0, 0.0], [0.0, 0.0, 0.0]]
}



Record 3
{
  "formula": "C23H23P2Pt",
  "method": "ωB97M-V/def2-TZVPD",
  "spin_multiplicity": 3,
  "total_charge": -1,
  "gap_ev": [2.42, 5.52],
  "homo_energy_ha": [0.0026, -0.1558],
  "fmax_ev_per_a": 3.3,
  "s2": 2.032,
  "energy_ha": -1692.1467,
  "symbols": ["C", "C", "C", "C", "C", "Pt", "P", "H", "H", "H", "H", "H", "H", "H", "H", "C", "C", "C", "C", "C", "C", "P", "C", "C", "C", "C", "C", "C", "C", "C", "C", "C", "C", "C", "H", "H", "H", "H", "H", "H", "H", "H", "H", "H", "H", "H", "H", "H", "H"],
  "xyz": [[-1.127752, -0.205325, -4.290142], [0.009427, -0.991735, -4.622131], [1.172866, -0.322198, -4.133469], [0.762213, 0.861942, -3.455910], [-0.650425, 0.965943, -3.551363], [-2.305736, -0.983318, 0.055188], [-4.224507, -1.819869, -0.746463], [-2.165289, -0.445275, -4.511724], [-0.005420, -1.933520, -5.167958], [2.204490, -0.644942, -4.267166], [-1.271765, 1.771273, -3.162673], [1.414115, 1.544914, -2.918441], [-4.575889, -3.158897, -0.390401], [-4.322136, -1.819289, -2.182055], [-5.415606, -1.090344, -0.439558], [-0.263484, -1.460141, 5.157511], [-1.254321, -0.566533, 4.729115], [-1.259373, -0.122723, 3.399627], [-0.266130, -0.564148, 2.524669], [0.748101, -1.433790, 2.950633], [0.738199, -1.881990, 4.274293], [-0.493696, -0.160887, 0.757085], [-0.306751, 1.648249, 0.774029], [-1.060942, 2.417058, -0.109687], [-0.870577, 3.808009, -0.132244], [0.040759, 4.409003, 0.738067], [0.798194, 3.625101, 1.619134], [0.629858, 2.238528, 1.636995], [0.978218, -0.757639, -0.130119], [2.132315, 0.022780, -0.318292], [3.259918, -0.551049, -0.902939], [3.227702, -1.876107, -1.354219], [2.047313, -2.615672, -1.247353], [0.912800, -2.050373, -0.649337], [-0.280663, -1.846853, 6.182670], [-2.036447, -0.229435, 5.413800], [-2.060376, 0.516680, 3.017745], [1.499585, -1.765111, 2.232548], [1.512101, -2.579820, 4.597604], [-1.773374, 1.915047, -0.768582], [-1.431536, 4.410829, -0.847713], [0.184062, 5.491696, 0.730500], [1.532959, 4.073285, 2.283899], [1.229716, 1.601406, 2.290447], [2.134647, 1.067705, -0.015175], [4.166119, 0.048420, -1.025307], [4.117647, -2.322384, -1.813548], [1.998123, -3.639195, -1.624715], [-0.029252, -2.599304, -0.586875]],
  "forces_ev_per_angstrom": [[1.9, -1.5, -0.5], [-1.8, 0.7, 0.0], [-0.4, 0.1, 0.1], [-1.9, 0.7, 0.1], [2.3, 0.0, 0.2], [-2.7, -1.0, -1.0], [0.3, 0.4, -0.1], [0.3, 0.1, 0.1], [0.0, 0.3, 0.2], [-0.3, 0.0, 0.2], [0.2, -0.3, 0.0], [-0.2, -0.2, -0.2], [-0.3, 0.4, -0.4], [-0.3, -0.4, 0.5], [0.2, -0.5, -0.2], [0.1, 0.0, 0.0], [0.1, 0.1, -0.5], [0.1, -0.5, 0.8], [0.3, 0.0, 0.3], [-0.5, 0.2, 0.4], [-0.1, 0.1, -0.1], [3.2, 0.4, -0.4], [0.0, -0.1, 0.4], [0.4, 0.7, 0.2], [-0.1, -0.4, -0.1], [0.2, -0.1, 0.2], [-0.2, -0.3, -0.2], [-0.2, 0.5, -0.4], [-2.1, 1.0, 1.1], [1.5, 0.1, -0.2], [-0.5, 0.5, 0.2], [1.3, 0.0, -0.4], [-1.7, -0.1, 0.5], [1.1, -1.4, -1.0], [0.0, 0.2, -0.4], [0.2, -0.1, -0.1], [0.2, -0.1, 0.2], [-0.2, 0.1, 0.2], [-0.2, 0.2, 0.1], [0.2, 0.1, 0.2], [0.1, -0.1, 0.2], [-0.1, -0.3, -0.1], [-0.1, 0.1, -0.1], [-0.2, 0.3, -0.1], [0.2, -0.2, 0.0], [-0.2, -0.1, 0.0], [-0.3, 0.2, 0.2], [0.0, 0.3, 0.0], [0.3, 0.0, 0.0]]
}



Record 4
{
  "formula": "C23H24ClN3O4",
  "method": "ωB97M-V/def2-TZVPD",
  "spin_multiplicity": 1,
  "smiles": "O=C([C@@H]1CC(=O)N(c2ccc(Cl)cc2)C1)N1CCN(Cc2ccc3c(c2)OCO3)CC1",
  "total_charge": 0,
  "gap_ev": 8.70,
  "homo_energy_ha": -0.3030,
  "fmax_ev_per_a": 1.3,
  "e_above_lowest_kj_mol": 177.04,
  "energy_ha": -1816.2963,
  "symbols": ["O", "C", "N", "C", "H", "C", "N", "C", "C", "H", "H", "H", "H", "C", "C", "C", "C", "C", "C", "C", "H", "O", "C", "O", "H", "H", "H", "H", "H", "H", "H", "H", "H", "C", "C", "C", "O", "N", "C", "C", "C", "C", "C", "C", "H", "H", "Cl", "H", "H", "C", "H", "H", "H", "H", "H"],
  "xyz": [[-0.384282, -3.052087, -1.413921], [-0.532166, -2.566451, -0.308747], [0.517899, -2.184552, 0.449586], [0.504532, -1.434503, 1.681893], [1.149629, -1.950185, 2.401968], [1.074454, -0.033041, 1.438833], [2.426969, -0.151449, 0.936253], [2.428281, -0.881293, -0.319466], [1.859231, -2.279750, -0.096131], [2.489591, -2.821157, 0.615082], [1.804646, -2.829323, -1.035913], [1.826832, -0.362445, -1.088021], [3.456666, -0.956052, -0.675802], [3.098323, 1.132476, 0.821551], [4.570714, 0.950870, 0.562658], [5.290581, 0.049062, 1.332618], [6.653608, -0.158147, 1.143865], [7.266580, 0.579065, 0.159973], [6.550479, 1.489804, -0.617343], [5.203830, 1.690192, -0.439105], [4.663813, 2.394346, -1.050382], [7.395137, 2.082925, -1.517342], [8.668059, 1.519291, -1.282242], [8.578918, 0.579108, -0.233605], [9.378001, 2.315199, -1.005162], [9.024202, 1.019145, -2.197195], [7.209237, -0.860894, 1.741267], [4.767430, -0.510881, 2.090980], [2.968034, 1.657198, 1.774130], [2.653004, 1.757808, 0.028170], [0.417593, 0.509558, 0.732180], [1.094887, 0.516754, 2.382688], [-0.497361, -1.359720, 2.097599], [-1.930757, -2.367638, 0.280765], [-2.973908, -3.215426, -0.439774], [-4.230409, -2.371570, -0.446210], [-5.346642, -2.767472, -0.676588], [-3.867952, -1.081583, -0.151746], [-4.713685, 0.031516, -0.123514], [-4.185344, 1.319415, -0.222668], [-5.010167, 2.427574, -0.173878], [-6.376415, 2.261098, -0.027971], [-6.919137, 0.989580, 0.065388], [-6.094102, -0.116352, 0.021595], [-6.520239, -1.102714, 0.087021], [-7.984408, 0.863592, 0.176199], [-7.407581, 3.647795, 0.035704], [-4.591026, 3.418354, -0.253136], [-3.126448, 1.474387, -0.352684], [-2.435496, -0.937254, 0.027748], [-2.226647, -0.262515, 0.862307], [-1.974031, -0.533860, -0.883581], [-3.155071, -4.182304, 0.025186], [-2.657893, -3.391668, -1.472537], [-1.938550, -2.599765, 1.347597]],
  "forces_ev_per_angstrom": [[-0.1, -0.1, -0.3], [-0.4, -0.1, 0.3], [0.4, -0.1, 0.1], [-0.1, 0.4, 0.2], [-0.1, 0.1, 0.0], [0.0, -0.2, 0.2], [-0.1, 0.1, 0.0], [0.0, -0.3, 0.1], [0.2, 0.1, -0.4], [0.0, 0.0, 0.0], [0.0, 0.0, 0.2], [0.0, 0.0, 0.0], [0.0, 0.0, -0.1], [0.0, 0.0, 0.1], [0.1, 0.0, 0.0], [-0.1, 0.1, 0.0], [0.3, 0.1, -0.2], [-0.4, 0.4, -0.3], [0.2, -0.4, 0.4], [0.3, 0.0, -0.1], [-0.1, 0.1, -0.1], [-0.5, 0.1, 0.1], [1.1, 0.3, -0.6], [-0.2, -0.3, 0.4], [-0.2, -0.2, 0.0], [-0.2, 0.1, 0.2], [0.1, -0.1, 0.1], [-0.1, -0.1, 0.1], [-0.1, 0.0, -0.1], [0.0, 0.0, 0.1], [0.0, 0.0, 0.0], [0.0, 0.0, 0.0], [0.0, -0.1, 0.0], [0.0, -0.1, -0.3], [0.1, -0.1, 0.0], [0.2, -0.4, 0.1], [-0.2, -0.1, -0.1], [0.3, 0.1, 0.2], [-0.3, 0.3, 0.0], [0.0, -0.2, 0.0], [-0.2, 0.0, 0.0], [0.2, -0.1, 0.0], [0.1, 0.2, 0.0], [0.0, -0.1, 0.0], [0.0, 0.0, 0.0], [-0.1, 0.0, 0.0], [-0.1, 0.2, 0.0], [0.0, 0.1, 0.0], [0.1, 0.0, 0.0], [0.2, 0.1, 0.0], [0.0, 0.0, -0.1], [0.0, 0.1, 0.1], [-0.1, 0.0, 0.0], [-0.1, 0.0, 0.1], [0.0, 0.1, 0.0]]
}